DFT (ωB97M-V/def2-TZVPD) results for a 2-piece molecular cluster, C5H14NOS overall.

XYZ file:
```
22
Properties=species:S:1:pos:R:3:forces:R:3
C -1.451712 0.234157 -0.768689 -0.5587 -0.2560 0.0605
N -1.239770 0.166176 0.669845 1.1809 -0.2303 0.0558
C 0.218302 0.444800 0.980359 -0.9255 0.8329 -0.3173
C 1.172214 -0.738194 0.853976 -1.1221 -0.2735 0.1052
S 2.897541 -0.361731 1.221605 0.0621 0.1492 -0.2246
C -2.915523 0.400332 -1.179776 -0.5669 0.0327 -0.3688
C -3.914178 -0.385546 -0.339186 -1.0930 -0.2819 0.3910
H -0.865118 1.059053 -1.207486 0.0190 -0.3111 -0.1812
H -1.143904 -0.726211 -1.211669 0.3716 0.3894 0.1456
H -1.791440 0.858897 1.160300 -0.0371 0.1322 -0.1897
H 0.517729 1.248257 0.270266 0.2989 -0.2789 0.3868
H 0.228700 0.898324 1.975087 0.2880 -0.2620 0.0726
H 1.022043 -1.122767 -0.157128 0.2106 -0.0620 -0.2028
H 0.766783 -1.537591 1.488873 0.1644 0.0983 0.1528
H -3.246528 1.453383 -1.247628 0.3585 -0.2592 0.2690
H -2.998515 0.006515 -2.204758 0.0248 0.3094 0.1058
H -3.750993 -0.344405 0.741658 0.2978 0.0844 -0.1865
H -3.961542 -1.445256 -0.604994 0.3750 -0.0095 0.0254
H -4.961614 -0.049992 -0.470707 0.4670 0.1528 -0.2049
H 2.226689 1.239820 -1.606908 0.0511 -0.1093 -0.2861
H 2.550677 -0.150444 -1.283105 0.2664 -0.0466 -0.0878
O 2.350232 0.397422 -2.070373 -0.1329 0.1989 0.4792
```
Forces are in eV/Å.

**M**: 136.2 g mol⁻¹
**HOMO-LUMO gap**: 6.125 eV
**Net charge**: -1

Results of the Mulliken charge analysis, in e, for atoms 1 through 5: atom 1 (C): -0.4087, atom 2 (N): -0.3851, atom 3 (C): -0.2424, atom 4 (C): -1.0675, atom 5 (S): -0.6121


DFT (ωB97M-V/def2-TZVPD) results for a 2-piece molecular cluster, C4H9O2 overall.

XYZ file:
```
15
Properties=species:S:1:pos:R:3:forces:R:3
C 1.275821 0.474437 0.375697 0.4684 -0.5901 -0.7318
C 2.040287 1.082043 1.519087 0.9820 -0.2325 0.7271
H 0.847828 1.196605 -0.319600 -0.1245 0.0943 0.2598
H 1.988717 -0.097333 -0.224540 -0.0702 -0.1133 -0.0964
H 0.518057 -0.255537 0.663228 -0.0469 0.3439 0.2056
H 1.547078 1.913454 2.001892 -0.3402 0.1098 0.2404
H 3.026630 1.455851 1.213732 -0.2182 0.0929 -0.2346
H 2.300441 0.321987 2.281497 -0.3987 0.3193 -0.2110
C -1.677485 -0.314949 -1.363440 0.3918 -0.0145 0.9162
C -2.308831 -1.558834 -0.761370 -0.9559 -1.6110 -0.1676
O -3.250822 -1.406939 0.059167 0.3881 0.5048 -0.1131
O -1.853143 -2.664775 -1.159682 0.2574 0.3155 0.0799
H -1.022539 -0.567600 -2.188556 -0.3667 0.1005 -0.5791
H -0.976926 -0.015240 -0.581798 -0.3637 0.5706 -0.0552
H -2.455108 0.436827 -1.515315 0.3973 0.1099 -0.2402
```
Forces are in eV/Å.

**M**: 89.1 g mol⁻¹
**HOMO-LUMO gap**: 7.030 eV
**Net charge**: -1

Results of the Mulliken charge analysis, in e, for atoms 1 through 5: atom 1 (C): -0.7323, atom 2 (C): -0.9369, atom 3 (H): 0.3045, atom 4 (H): 0.2554, atom 5 (H): 0.2634


DFT (ωB97M-V/def2-TZVPD) results for C17H19ClN2O3S2 as an isolated structure.

XYZ file:
```
44
Properties=species:S:1:pos:R:3:forces:R:3
C -0.924818 1.964185 -5.119692 -5.8137 -6.1689 0.4122
H -0.782829 0.954078 -5.641819 -0.2890 1.0899 0.3576
H -1.474629 1.587246 -4.124082 0.8608 1.4609 -1.9271
H -1.560988 2.542045 -5.807524 -0.0259 -0.1103 0.5933
S 0.452387 2.749366 -4.977034 6.6807 4.4928 1.2646
C 1.467335 1.867854 -3.775767 2.7712 2.6325 0.0938
C 1.066602 0.705509 -3.435554 -2.7602 -9.7519 1.5510
C 1.827966 -0.362468 -2.534025 5.1731 14.8217 -3.1852
C 2.988433 0.215788 -1.971807 -2.7812 -2.2803 0.8072
C 3.321145 1.564407 -2.242646 0.2923 -9.8232 5.3609
C 2.842734 2.254625 -3.076645 -10.5704 7.7793 -12.0457
H 3.088561 3.198421 -3.499300 1.1449 0.7844 0.5595
H 4.112691 1.919601 -1.918008 7.6706 2.7679 3.8955
S 3.872721 -0.627877 -0.571674 -3.1386 -2.5071 -3.9407
O 3.277952 -2.060586 -0.673870 2.4790 4.5809 1.3385
O 5.269918 -0.290138 -0.779552 -0.9225 -0.6989 1.3773
N 3.238740 0.318891 0.733146 11.5219 -0.1811 0.4793
C 2.060211 0.074305 1.192694 2.8793 -8.4112 9.1608
C 1.776391 -0.991255 2.382223 -2.6642 7.6509 -10.3336
C 0.535971 -1.005891 2.710636 -4.8768 -2.3483 0.4082
C -0.599255 -0.602950 1.881793 1.7346 2.4901 1.6825
C -0.123925 0.417474 0.913657 -9.8733 -5.7196 3.4345
C 1.108372 0.568531 0.604703 -1.8854 7.9559 -7.7960
H 1.315057 1.380891 -0.235822 -0.3762 -1.8602 1.6451
Cl -1.439405 0.680304 -0.151543 -0.4031 1.4458 -1.4153
N -1.978190 -0.872746 2.332439 5.9976 3.6033 -5.8029
C -2.375827 -1.970587 2.917910 11.0018 -5.7588 7.5753
H -1.498382 -2.952190 2.753866 -3.0264 2.6241 -0.3326
C -3.656165 -2.272408 2.725115 -7.5106 -6.3400 8.6365
O -4.608034 -1.301421 3.173394 0.5446 -3.9742 2.0759
C -4.195476 -0.272662 2.487315 -4.1487 7.5727 1.3950
C -2.832448 0.154245 2.596238 0.8829 4.8734 3.8466
H -2.585279 1.150056 2.190719 -0.3974 -0.8761 -0.8759
H -2.763938 0.481852 3.673197 0.5408 -0.5494 0.1295
H -4.985707 0.613801 2.756359 2.1204 -1.5463 -0.5995
H -4.288224 -0.386040 1.518932 -1.3370 -1.0503 -5.5534
H -4.021402 -3.442845 3.273766 1.3100 3.6891 -1.5413
H -3.771932 -2.395094 1.810497 -1.7510 -1.3285 -8.6301
H -2.040142 -1.900330 4.112109 -1.3715 -0.0826 -1.8639
H 0.454996 -1.673385 3.529662 -1.3419 -0.4009 1.1733
H 2.491751 -1.180208 2.920344 7.5142 -2.6748 5.5830
H 4.255462 0.232171 1.522191 -4.1307 0.3836 -2.7771
H 1.557312 -1.179566 -2.263361 -3.7405 -9.8914 2.6711
H 0.124289 0.145006 -3.913181 2.0155 1.6352 1.1121
```
Forces are in eV/Å.

**M**: 398.9 g mol⁻¹
**HOMO-LUMO gap**: 7.843 eV

Results of the Mulliken charge analysis, in e, for atoms 1 through 5: atom 1 (C): -0.6744, atom 2 (H): 0.2927, atom 3 (H): 0.2423, atom 4 (H): 0.3214, atom 5 (S): -0.0979


DFT (ωB97M-V/def2-TZVPD) results for an isolated ion of composition C8H6BCl3NO and charge -1.

XYZ file:
```
20
Properties=species:S:1:pos:R:3:forces:R:3
C 2.078744 0.763381 -0.448359 1.3072 0.7257 1.9561
N 3.230178 0.718726 -0.229887 -2.5473 -0.1669 -0.8158
Cl -0.450807 4.491774 1.165817 -0.1365 0.1762 0.8324
B -0.244771 3.390482 -0.247296 0.9231 -1.3475 -0.8798
Cl -1.682559 3.596245 -1.405549 -0.4212 -0.1480 -0.2664
Cl 1.315170 3.837718 -1.178334 0.4102 0.3674 -0.3663
O -0.071373 1.981189 0.153794 0.1286 -0.5293 0.6735
C 0.502423 0.929144 -0.546165 1.6080 0.9570 -0.2687
C -0.043176 -0.410359 -0.139522 -1.6610 -0.1322 0.9039
C -0.201613 -1.459842 -1.057761 0.7146 -0.2825 1.7991
C -0.420724 -2.754847 -0.592116 -0.4748 0.1171 0.8926
C -0.646374 -2.999897 0.776321 -0.0379 0.5342 0.3054
C -0.698869 -1.920700 1.678815 -0.1970 1.1590 -0.3597
C -0.479898 -0.583260 1.201159 0.8426 -1.4234 0.1061
H 0.547031 1.110566 -1.603163 -1.1675 -0.0467 -0.9830
H -0.021652 -1.293180 -2.082551 0.2519 0.2154 -1.0799
H -0.441740 -3.590615 -1.272842 -0.0335 -0.0492 -0.2072
H -0.823683 -4.014101 1.163128 0.1708 0.4599 -0.3694
H -0.924940 -2.068682 2.765908 0.1825 0.0449 -1.2009
H -0.521358 0.276259 1.898594 0.1370 -0.6312 -0.6718
```
Forces are in eV/Å.

**M**: 249.3 g mol⁻¹
**HOMO-LUMO gap**: 9.252 eV
**Net charge**: -1

Results of the Mulliken charge analysis, in e, for atoms 1 through 5: atom 1 (C): 0.1573, atom 2 (N): -0.5880, atom 3 (Cl): -0.3297, atom 4 (B): 0.5793, atom 5 (Cl): -0.3669


DFT (ωB97M-V/def2-TZVPD) results for a 7-piece molecular cluster, C14H27Br12N overall.

XYZ file:
```
54
Properties=species:S:1:pos:R:3:forces:R:3
Br -2.960548 2.707493 4.438301 0.3736 -0.1092 0.4003
C -4.390792 3.529273 3.470772 0.5177 2.4951 -0.3807
C -3.825926 4.536535 2.366972 -0.0890 -0.7649 1.8112
Br -2.889070 6.107473 3.080381 -0.3908 -0.1648 0.2041
H -5.068591 4.062073 4.197517 0.6707 -0.7702 -0.8986
H -4.836376 2.713289 2.949302 -0.7430 -0.3455 -0.2759
H -4.673646 4.927932 1.804006 0.4117 -0.2368 -0.3330
H -2.990568 4.060596 1.852787 -0.7154 -0.1317 -0.5273
Br -2.631462 -4.199461 -0.634654 1.0973 -0.4022 -0.2973
C -0.896294 -5.250725 -0.694416 -1.7272 0.0364 0.3956
C -1.205903 -6.710487 -0.626754 1.4051 0.0864 1.9543
Br -2.117060 -7.508702 -2.034948 -0.6648 -0.3460 -1.0710
H -0.425287 -4.965194 0.246110 0.3132 0.1583 -0.4142
H -0.359034 -5.098431 -1.601674 0.3611 1.0377 -0.4892
H -1.729318 -6.864253 0.308122 -0.2719 -0.4727 0.0161
H -0.213909 -7.191663 -0.538227 -0.4864 -0.0524 -0.0635
Br 4.578110 5.208335 6.804478 -0.0636 -0.2385 -0.0468
C 3.164485 4.039084 6.036649 0.7318 1.2266 0.7399
C 3.580507 2.610417 6.074077 1.3016 -1.2124 0.3444
Br 4.840239 2.183427 4.603503 -0.0346 0.1996 0.2821
H 3.085032 4.488708 5.037362 -0.6194 -0.5645 0.4191
H 2.342705 4.224791 6.745039 0.0089 -0.1056 -0.7587
H 2.749655 1.957795 5.779243 0.1116 0.1466 0.7089
H 4.153709 2.301233 7.038817 -1.4577 0.5324 -1.7102
Br 0.553126 -2.629911 2.911423 0.7403 0.1093 -1.3815
C 1.571078 -2.216856 1.146552 -0.0899 -0.5322 1.5916
C 2.368434 -0.968418 1.436403 0.8811 -1.0254 0.2415
Br 3.119718 -0.337952 -0.267450 -0.3615 0.1239 0.1825
H 0.819286 -1.977510 0.445173 -1.0293 -0.0544 -0.6530
H 2.102553 -3.149711 0.873597 -0.1273 0.8277 0.3056
H 3.282338 -1.249226 1.995553 -0.7920 0.6110 0.0991
H 1.705938 -0.230143 1.915309 0.7520 -0.0602 -0.4102
Br 2.000179 -0.980049 -5.837265 1.1800 0.5971 0.2730
C 0.434304 -2.010218 -6.191763 -1.2902 3.8528 0.2198
C -0.743102 -0.940020 -6.448716 1.6251 -2.8048 -0.1928
Br -2.226166 -2.122497 -6.733034 -1.0655 -0.0466 0.2066
H 0.279034 -2.560901 -5.314834 -0.5484 -0.9300 0.9383
H 0.708357 -2.561008 -7.026507 -0.1655 -1.1778 -1.4743
H -0.650908 -0.457578 -7.392490 0.5211 0.4924 -0.5340
H -0.856539 -0.227199 -5.656852 -0.2555 -0.0122 0.5305
Br -0.954693 0.659648 1.027023 0.3393 0.1324 1.3182
C -1.376958 0.779988 -0.818265 -0.1003 2.3989 -0.0042
C -1.926309 -0.514551 -1.178799 -1.2844 -1.2948 -1.2146
Br -2.276895 -0.531255 -3.089165 -0.2156 0.0505 -0.6763
H -0.455966 1.082411 -1.335053 -0.3855 -0.3642 0.0341
H -2.106939 1.623234 -0.907022 0.5732 -0.8376 -0.1014
H -2.903002 -0.783776 -0.738047 0.7633 0.3069 0.1066
H -1.232300 -1.325161 -1.100478 0.3181 -0.3658 0.5532
C 1.921085 1.582423 -3.335320 2.5552 -1.6577 -1.3011
C 1.805307 2.757051 -2.545991 0.3252 2.9691 0.7065
N 1.753167 3.750706 -1.947209 -0.0992 -1.4803 -0.6387
H 1.459445 0.832726 -2.735144 -0.3947 -1.1235 0.0115
H 3.047820 1.232624 -3.502143 -2.2765 0.9598 0.6088
H 1.497949 1.603588 -4.352253 -0.1331 0.3338 0.6453
```
Forces are in eV/Å.

**M**: 1168.2 g mol⁻¹
**HOMO-LUMO gap**: 10.102 eV
**SMILES string**: BrCCBr.BrCCBr.BrCCBr.BrCCBr.BrCCBr.BrCCBr.CC#N

Results of the Mulliken charge analysis, in e, for atoms 1 through 5: atom 1 (Br): -0.1303, atom 2 (C): -0.5083, atom 3 (C): -0.5300, atom 4 (Br): -0.1268, atom 5 (H): 0.3500


DFT (ωB97M-V/def2-TZVPD) results for C4H10O as an isolated structure.

XYZ file:
```
15
Properties=species:S:1:pos:R:3:forces:R:3
C -0.402068 0.657664 -1.556557 -0.0638 0.0050 -0.1927
O 0.038927 0.649795 -0.205145 0.1415 -0.0364 0.1320
C 0.002428 -0.714911 0.523503 -0.3921 -0.2410 0.0190
C 1.690487 0.385716 0.149935 0.4182 0.2581 -0.1022
C -1.214085 -0.694671 1.412495 -0.0289 0.0098 0.0776
H -0.426944 1.690382 -1.915147 -0.0069 -0.1494 0.0275
H -1.407085 0.224908 -1.579662 0.1260 0.0559 -0.0324
H 0.270010 0.061910 -2.189245 -0.1028 0.0773 0.1161
H -0.122471 -1.451026 -0.285759 0.0452 0.1229 0.1017
H 1.871506 0.665029 1.181077 -0.0667 -0.0890 -0.1520
H 2.002967 1.198284 -0.535233 -0.0903 -0.1179 0.1015
H 2.207828 -0.532499 -0.117537 -0.1569 0.1104 0.0684
H -1.376550 -1.698678 1.824543 0.0434 0.1377 -0.0733
H -2.139936 -0.400198 0.882727 0.1349 -0.0381 0.0396
H -1.094965 -0.008943 2.260752 -0.0008 -0.1053 -0.1308
```
Forces are in eV/Å.

**M**: 74.1 g mol⁻¹
**HOMO-LUMO gap**: 7.614 eV

Results of the Mulliken charge analysis, in e, for atoms 1 through 5: atom 1 (C): -0.6893, atom 2 (O): -0.0998, atom 3 (C): -0.4881, atom 4 (C): -0.5442, atom 5 (C): -1.0372